Entry 1:
Density functional theory data (ωB97M-V/def2-TZVPD) for an isolated ion of composition CIO3 and charge -1 at a distorted geometry.

Values from the calculation:
HOMO level (eV): -4.9
Frontier orbital gap (eV): 7.86
Max |F| (eV Å⁻¹): 1.41
Total charge: -1
Multiplicity: 1
E (eV): -15281.235

Last column: Mulliken charge in e.
CARTESIAN COORDINATES (ANGSTROEM)
1 C -0.16 -0.21 -0.03  0.785
2 O -1.10 0.50 0.22  -0.641
3 O 0.08 -1.39 -0.24  -0.623
4 O 1.21 0.70 -0.05  -0.579
5 I 0.82 2.68 0.13  0.057


Entry 2:
Density functional theory data (ωB97M-V/def2-TZVPD) for one molecule with the formula CN2O2S at a distorted geometry.

Values from the calculation:
HOMO level (eV): -11.3
Frontier orbital gap (eV): 9.53
Max |F| (eV Å⁻¹): 5.93
Multiplicity: 1
E (eV): -18943.963

Last column: Mulliken charge in e.
CARTESIAN COORDINATES (ANGSTROEM)
1 C 0.05 -1.03 -1.17  0.509
2 N 0.33 -1.82 -1.97  -0.380
3 N -0.48 -0.14 -0.44  -0.301
4 O -1.11 1.39 1.37  -0.363
5 O 1.26 0.93 1.39  -0.402
6 S -0.05 0.68 0.81  0.938


Entry 3:
Density functional theory data (ωB97M-V/def2-TZVPD) for a 2-piece molecular cluster, CN2O2S overall at a distorted geometry.

Values from the calculation:
HOMO level (eV): -10.1
Frontier orbital gap (eV): 10.31
Max |F| (eV Å⁻¹): 4.35
Multiplicity: 1
E (eV): -18946.644

Last column: Mulliken charge in e.
CARTESIAN COORDINATES (ANGSTROEM)
1 C 0.74 0.15 1.08  0.755
2 N -1.41 0.41 -0.09  -0.245
3 N -0.90 -0.12 -0.95  0.288
4 O 1.03 -0.95 0.81  -0.397
5 O 0.59 1.29 1.15  -0.329
6 S -0.04 -0.77 -2.00  -0.071


Entry 4:
Density functional theory data (ωB97M-V/def2-TZVPD) for one molecule with the formula CN2O2S at a distorted geometry.

Values from the calculation:
HOMO level (alpha / beta) (eV): -7.9 / -10.9
Frontier orbital gap (alpha / beta) (eV): 8.22 / 7.27
Max |F| (eV Å⁻¹): 4.20
⟨S²⟩: 2.01
Multiplicity: 3
E (eV): -18942.761

Last column: Mulliken charge in e.
CARTESIAN COORDINATES (ANGSTROEM)
1 C -0.11 0.02 0.73  0.635
2 N -0.61 0.75 -0.21  -0.134
3 N -0.29 0.56 -1.43  -0.292
4 O -0.11 -0.13 1.89  -0.352
5 O 0.90 -1.07 -0.18  -0.324
6 S 0.74 -0.64 -1.63  0.467


Entry 5:
Density functional theory data (ωB97M-V/def2-TZVPD) for CN2O2S2 as an isolated structure at a distorted geometry.

Values from the calculation:
HOMO level (alpha / beta) (eV): -9.9 / -9.2
Frontier orbital gap (alpha / beta) (eV): 7.67 / 6.94
Max |F| (eV Å⁻¹): 2.49
Multiplicity: 1
E (eV): -29776.723

Last column: Mulliken charge in e.
CARTESIAN COORDINATES (ANGSTROEM)
1 C -0.15 -0.23 -1.60  0.414
2 N 0.28 -0.12 -2.65  -0.322
3 N 0.55 0.57 2.04  0.712
4 O -0.03 1.57 2.35  -0.411
5 O 0.37 -0.23 1.19  -0.349
6 S -1.22 -0.65 -0.31  0.089
7 S -1.25 -2.53 -0.68  -0.134


Entry 6:
Density functional theory data (ωB97M-V/def2-TZVPD) for a 2-piece molecular cluster, CN2O2S2 overall at a distorted geometry.

Values from the calculation:
HOMO level (alpha / beta) (eV): -9.6 / -10.3
Frontier orbital gap (alpha / beta) (eV): 9.13 / 7.02
Max |F| (eV Å⁻¹): 3.08
⟨S²⟩: 2.01
Multiplicity: 3
E (eV): -29777.156

Last column: Mulliken charge in e.
CARTESIAN COORDINATES (ANGSTROEM)
1 C -0.29 1.17 1.97  0.374
2 N -0.93 2.09 1.89  -0.300
3 N 0.32 -0.62 -1.92  0.744
4 O 1.47 -0.47 -2.09  -0.390
5 O -0.62 -0.62 -2.61  -0.375
6 S 0.53 -0.30 2.14  0.001
7 S -0.48 -1.24 0.63  -0.054


Entry 7:
Density functional theory data (ωB97M-V/def2-TZVPD) for CN2O3 as an isolated structure at a distorted geometry.

Values from the calculation:
HOMO level (alpha / beta) (eV): -11.1 / -11.1
Frontier orbital gap (alpha / beta) (eV): 9.57 / 9.57
Max |F| (eV Å⁻¹): 5.79
Multiplicity: 1
E (eV): -10153.788

Last column: Mulliken charge in e.
CARTESIAN COORDINATES (ANGSTROEM)
1 C -0.93 0.57 0.41  0.566
2 N -1.51 1.35 -0.26  -0.426
3 N 0.88 -0.62 -0.23  1.094
4 O -0.27 -0.26 1.00  -0.427
5 O 1.64 -1.44 0.14  -0.429
6 O 0.62 0.07 -1.14  -0.378


Entry 8:
Density functional theory data (ωB97M-V/def2-TZVPD) for a 2-piece molecular cluster, CN6 overall at a distorted geometry.

Values from the calculation:
HOMO level (eV): -10.8
Frontier orbital gap (eV): 10.85
Max |F| (eV Å⁻¹): 1.98
Multiplicity: 1
E (eV): -9974.658

Last column: Mulliken charge in e.
CARTESIAN COORDINATES (ANGSTROEM)
1 C -0.25 0.11 0.05  0.173
2 N 3.97 0.35 0.60  -0.067
3 N -3.76 -0.35 -0.26  -0.544
4 N 3.34 -0.16 -0.12  0.082
5 N -1.53 0.22 -0.19  -0.277
6 N -2.66 -0.18 -0.12  0.804
7 N 0.89 0.00 0.04  -0.171


Table of relative energy (zero: lowest compared OMol25 entry of this formula, charge and spin) (kJ/mol), in record order: 0.0 314.2 55.6 25.8 222.1 104.5 466.7 0.0